P) C4H8N2 | ωB97M-V/def2-TZVPD

```
14
Properties=species:S:1:pos:R:3:lowdin_charge:R:1
C 0.8473 -0.4865 -0.8467 -0.1863
H -1.0674 -1.1713 1.2978 0.0893
C -0.3161 1.3183 0.4055 -0.1013
C -1.3024 -0.9104 0.2515 -0.1090
C 2.0465 0.0943 -0.2259 -0.2213
H -1.2679 1.4889 0.9169 0.0833
H 0.8712 -0.4551 -1.9426 0.1216
H -2.3265 -0.5200 0.2173 0.0844
H -1.2857 -1.8259 -0.3474 0.0821
N 2.9279 0.4547 0.4299 0.1483
H 0.4790 1.3348 1.1669 0.0739
H -0.1480 2.1616 -0.2749 0.0887
H 1.0101 -1.5412 -0.5891 0.1221
N -0.4014 0.0638 -0.3304 -0.2759
```

Calculated values
**HOMO**: -8.865 eV
**Gap between HOMO and LUMO**: 9.710 eV
**E_LUMO**: 0.85 eV
**Structure (SMILES)**: CN(C)CC#N

=====

Q) C4H8N2 | ωB97M-V/def2-TZVPD

```
14
Properties=species:S:1:pos:R:3:lowdin_charge:R:1
N 0.5549 -0.1548 0.9029 -0.0839
H 1.8584 0.2243 -0.6609 0.0759
H -1.9243 -1.1164 0.1985 0.0880
H 2.5696 -0.7072 0.7637 0.0859
C -1.3876 -0.5988 -0.6010 -0.0474
C -1.0459 1.5884 0.5262 -0.1748
H -2.1083 -0.0820 -1.2388 0.0834
H 0.2355 0.7442 -0.9274 0.1217
N -1.5494 2.5126 1.0091 0.1506
C -0.3762 0.4187 -0.0669 -0.4349
H -0.8559 -1.3408 -1.2028 0.0757
C 1.7093 -0.5455 0.1126 -0.1286
H 0.8254 0.5385 1.5957 0.1077
H 1.4945 -1.4812 -0.4110 0.0806
```

Calculated values
**HOMO**: -9.791 eV
**Gap between HOMO and LUMO**: 10.690 eV
**E_LUMO**: 0.90 eV
**Structure (SMILES)**: CN[C@@H](C)C#N

=====

Q) wins, 0.328 eV ahead of the next structure.

=====

P) C4H8N2 | ωB97M-V/def2-TZVPD

```
14
Properties=species:S:1:pos:R:3:lowdin_charge:R:1
H -0.3958 -1.0971 0.9839 0.0742
N 1.9780 1.0007 0.1363 0.1409
H 1.0950 1.4249 0.4277 0.0270
H -2.1734 -1.0497 0.9772 0.0776
N -1.2537 0.5501 -0.0437 -0.0813
C -1.2773 -0.8462 0.3794 -0.1556
C -1.1779 1.4178 0.8743 -0.1128
C 1.6916 -0.9333 -1.4806 -0.0174
H -1.1573 2.4758 0.6034 0.0722
H 1.6618 -0.7392 -2.5458 0.0556
C 1.8024 0.0674 -0.6417 -0.2864
H 1.6127 -1.9511 -1.1175 0.0551
H -1.2853 -1.4944 -0.4994 0.0653
H -1.1208 1.1744 1.9465 0.0856
```

Calculated values
**HOMO**: -9.067 eV
**Gap between HOMO and LUMO**: 10.002 eV
**E_LUMO**: 0.93 eV
**Structure (SMILES)**: C=C=N.C=NC

=====

Q) C4H8N2 | ωB97M-V/def2-TZVPD

```
14
Properties=species:S:1:pos:R:3:lowdin_charge:R:1
N -0.8224 1.9769 1.4219 0.0150
H -2.0205 -0.4041 -1.5531 0.0818
H -1.9137 -1.8986 -0.6276 0.0782
C -1.5957 -0.8503 -0.6467 -0.0676
H 0.4078 -1.2721 -1.5156 0.1187
H 2.4658 -0.5082 0.9817 0.0804
H 2.3922 -0.6452 -0.7965 0.0741
H -1.9990 -0.3361 0.2288 0.0664
C -1.4336 2.9574 1.6276 -0.1194
C 2.0132 -0.0939 0.0755 -0.1167
H 2.3256 0.9530 0.0008 0.0819
H -0.2876 1.1420 1.1339 -0.0010
N 0.5684 -0.1427 0.1958 -0.0770
C -0.1017 -0.7680 -0.6810 -0.2148
```

Calculated values
**HOMO**: -10.500 eV
**Gap between HOMO and LUMO**: 11.399 eV
**E_LUMO**: 0.90 eV

=====

R) C4H8N2 | ωB97M-V/def2-TZVPD

```
14
Properties=species:S:1:pos:R:3:lowdin_charge:R:1
H -3.1199 -0.0553 -1.1871 0.0690
C 2.3293 0.5381 0.8648 -0.0807
H -0.7178 -0.5017 -1.9439 0.1134
C 0.1018 0.2043 -0.0528 -0.4160
H -2.4928 -1.5527 -0.4819 0.0683
N -0.3419 1.2393 -0.6306 0.1727
H 3.1621 -0.1707 0.8872 0.0810
H -2.5732 -0.0757 0.5034 0.0743
C -0.9731 -0.1121 -0.9524 -0.2894
H 2.4337 1.1684 -0.0240 0.0852
H 1.1016 -1.1881 0.9860 0.1288
H 2.3801 1.1723 1.7551 0.0780
C -2.3702 -0.4622 -0.4999 -0.0853
N 1.0804 -0.2039 0.7763 0.0007
```

Calculated values
**HOMO**: -8.904 eV
**Gap between HOMO and LUMO**: 9.834 eV
**E_LUMO**: 0.93 eV
**Structure (SMILES)**: CNC1=N[C@@H]1C

=====

Q) wins, 0.191 eV ahead of the next structure.

=====

P) C4H8N2 | ωB97M-V/def2-TZVPD

```
14
Properties=species:S:1:pos:R:3:lowdin_charge:R:1
C 1.9010 -0.0537 -0.1368 -0.1420
H 2.8074 -0.2577 -0.6898 0.0943
N 1.1432 -1.2273 0.3118 0.0332
H 0.4964 -0.8224 -1.7062 0.1426
C 0.5975 -0.3699 -0.7165 -0.3297
H 0.6688 -1.0047 1.1881 0.0807
H -1.6866 -1.1940 0.5656 0.1089
H -0.7355 1.3302 -1.0162 0.1465
C -0.5338 0.4933 -0.3383 -0.3366
H -2.4060 0.1123 -0.5669 0.0965
H -1.2739 1.6699 1.1750 0.0977
N -0.9137 0.7364 1.0258 0.0373
C -1.7442 -0.1593 0.2295 -0.1369
H 1.9118 0.8199 0.5119 0.1075
```

Calculated values
**HOMO**: -9.291 eV
**Gap between HOMO and LUMO**: 10.384 eV
**E_LUMO**: 1.09 eV
**Structure (SMILES)**: C1N[C@H]1[C@H]1CN1

=====

Q) C4H8N2 | ωB97M-V/def2-TZVPD

```
14
Properties=species:S:1:pos:R:3:lowdin_charge:R:1
H -0.5180 -0.3761 1.5801 0.0720
C 1.1882 -0.6736 -0.2542 -0.1775
H 1.8862 0.8069 0.7203 0.1385
C -0.3139 -0.9739 -0.4583 -0.2573
H -0.0139 1.6086 -1.3570 0.1805
H -1.8877 0.6595 -0.7443 0.1074
C -0.0806 1.3154 -0.1651 -0.2481
C -1.0111 0.3150 -0.3649 -0.3051
H 1.7699 -1.4111 0.5577 0.1682
H -0.5929 -1.4877 -1.4609 0.1608
H 1.8319 -0.6054 -1.1270 0.0948
N 0.9166 0.5471 0.4473 -0.1378
N -1.0274 -0.7059 0.7987 0.0838
H -0.3947 2.0189 0.5639 0.1196
```

Calculated values
**HOMO**: -8.691 eV
**Gap between HOMO and LUMO**: 9.706 eV
**E_LUMO**: 1.02 eV
**Structure (SMILES)**: C1NC[C@H]2N[C@@H]12

=====

R) C4H8N2 | ωB97M-V/def2-TZVPD

```
14
Properties=species:S:1:pos:R:3:lowdin_charge:R:1
C 1.3477 0.5677 0.1860 -0.1608
N -0.9711 0.1404 -0.8299 -0.0706
H 3.3570 0.3329 0.4174 0.0745
H -0.0822 -2.0000 -1.2257 0.0907
H 1.4316 1.6407 0.0759 0.1113
C -0.3893 -1.3378 -0.4232 0.0088
C 0.2518 -0.0685 -0.2101 -0.3654
C -2.0136 0.7782 -0.0620 -0.1199
H -0.9965 -1.7764 0.3630 0.0918
N 2.4744 -0.0723 0.6930 0.0247
H -1.7528 1.8302 0.0960 0.0832
H 2.4548 -1.0790 0.6011 0.0791
H -2.1587 0.3298 0.9319 0.0798
H -2.9532 0.7140 -0.6133 0.0730
```

Calculated values
**HOMO**: -7.467 eV
**Gap between HOMO and LUMO**: 8.557 eV
**E_LUMO**: 1.09 eV
**Structure (SMILES)**: CN1C/C1=C\N

=====

S) C4H8N2 | ωB97M-V/def2-TZVPD

```
14
Properties=species:S:1:pos:R:3:lowdin_charge:R:1
H -0.6411 2.1207 1.6801 -0.0120
C -2.5517 -0.2275 -0.8554 -0.0229
H 1.3367 -1.7731 -0.1131 0.0265
C 0.2633 1.4763 1.5920 -0.0330
N 0.5680 0.9119 0.4368 -0.2385
N 1.7271 0.3352 0.0725 -0.1547
C -2.8304 -0.2753 0.2714 -0.0068
H 2.7457 -1.3100 -1.0275 0.1180
H 2.3508 0.1342 0.9562 0.1560
H -0.2055 0.8502 -0.3843 0.1538
H 0.9331 -0.7618 -1.4413 0.0726
C 1.6906 -0.9650 -0.6421 -0.1077
H -1.9341 -0.0348 -1.6761 0.0081
H -3.4526 -0.4810 1.1308 0.0405
```

Calculated values
**HOMO**: -7.792 eV
**Gap between HOMO and LUMO**: 8.703 eV
**E_LUMO**: 0.91 eV

=====

R) wins, 0.240 eV ahead of the next structure.

=====

P) C4H8N2 | ωB97M-V/def2-TZVPD

```
14
Properties=species:S:1:pos:R:3:lowdin_charge:R:1
C -0.6443 1.0176 -0.5540 -0.2123
H -1.9651 -1.0389 0.1970 0.0978
H 1.6078 -0.6558 -0.8637 0.0995
H -0.8888 -1.4671 -1.1418 0.0979
N -0.2974 3.2751 0.6222 0.0710
H -0.3725 0.8836 -1.5974 0.0713
C -0.9394 -1.3096 -0.0613 -0.0365
H -0.2963 0.1286 1.2322 0.1644
C 1.3695 -0.3331 0.1526 -0.0139
H 1.7185 -1.0786 0.8751 0.0929
H 1.8419 0.6325 0.3460 0.0986
N -0.1093 -0.1157 0.2573 -0.2582
H -0.6048 -2.1974 0.4831 0.0932
C -0.4197 2.2586 0.0528 -0.3658
```

Calculated values
**HOMO**: -7.187 eV
**Gap between HOMO and LUMO**: 7.586 eV
**E_LUMO**: 0.40 eV

=====

Q) C4H8N2 | ωB97M-V/def2-TZVPD

```
14
Properties=species:S:1:pos:R:3:lowdin_charge:R:1
C 1.2377 1.9581 -0.3939 -0.0771
H -2.0887 -1.2563 -1.6933 0.0986
H 0.1316 2.0736 -0.4005 0.0705
N 1.7515 -0.1079 0.6008 0.0085
H -2.1875 -1.8063 0.8984 0.0938
H 2.4795 -0.6410 1.0708 0.0820
C -0.4227 -1.1821 1.4396 0.1238
C -1.4983 -0.6625 -0.9102 -0.1088
H 0.4505 -0.6725 1.6518 -0.0525
H 1.7993 2.8555 -0.6806 0.0564
H -1.8682 0.2479 -0.7491 0.0045
C -1.3395 -1.2062 0.4898 -0.2681
H -0.4233 -0.6216 -1.3495 0.0992
N 1.9781 1.0211 0.0258 -0.1306
```

Calculated values
**HOMO (spin up / spin down)**: -8.855 / -8.360 eV
**Gap between HOMO and LUMO (spin up / spin down)**: 9.059 / 7.459 eV
**E_LUMO (spin up / spin down)**: 0.20 / -0.90 eV

=====

P) wins, 4.768 eV ahead of the next structure.

=====

P) C4H8N2 | ωB97M-V/def2-TZVPD

```
14
Properties=species:S:1:pos:R:3:lowdin_charge:R:1
H -1.2028 1.7933 -0.0144 0.0929
H -0.2048 1.3722 -1.4625 0.1097
N 1.8749 -1.1805 0.8706 0.0628
C 0.2236 0.1747 0.2075 -0.4262
C -1.5316 -1.1405 -0.6337 -0.0921
H -2.2277 -0.4311 -0.1903 0.0524
H 2.7805 -1.2841 1.4945 0.0998
H 2.0227 0.8837 1.4286 0.1261
N -0.1977 -1.0253 0.0847 0.0212
H -1.3731 -0.6526 -1.7493 0.1215
H -1.9055 -2.1564 -0.6201 0.0530
C -0.2137 1.4283 -0.3431 -0.0591
H 0.4152 2.1906 0.0738 0.0639
C 1.5400 0.0277 0.8535 -0.2260
```

Calculated values
**HOMO**: -8.918 eV
**Gap between HOMO and LUMO**: 9.680 eV
**E_LUMO**: 0.76 eV
**Structure (SMILES)**: [H]/N=C/C(C)=N/C

=====

Q) C4H8N2 | ωB97M-V/def2-TZVPD

```
14
Properties=species:S:1:pos:R:3:lowdin_charge:R:1
H -0.9759 2.3284 0.2077 0.0846
H 0.8561 -2.3989 -0.0562 0.0886
H -0.1749 -2.6773 -1.4597 0.1037
C -0.0459 2.1250 0.7471 -0.0995
C -0.8063 -0.3535 0.5361 -0.6772
H 1.3304 -1.7929 -1.6916 0.0814
N 0.2897 0.7054 0.6076 -0.0150
N -1.7634 -0.7307 1.1798 0.0930
H 0.7550 2.7492 0.3423 0.0716
H -0.2115 2.4092 1.7982 0.0848
H -0.6129 -0.1558 -1.6270 0.1222
H 1.1052 0.4394 1.1569 0.1199
C 0.5088 -1.9498 -0.9904 -0.0645
C -0.2542 -0.6977 -0.7507 0.0065
```

Calculated values
**HOMO (spin up / spin down)**: -7.132 / -7.125 eV
**Gap between HOMO and LUMO (spin up / spin down)**: 6.805 / 6.795 eV
**E_LUMO (spin up / spin down)**: -0.33 / -0.33 eV

=====

R) C4H8N2 | ωB97M-V/def2-TZVPD

```
14
Properties=species:S:1:pos:R:3:lowdin_charge:R:1
N 2.0354 -0.0555 0.3896 -0.0269
H -2.7373 -0.3330 0.7313 0.1014
H -0.4593 0.0104 1.6392 0.1707
C -0.6271 -0.0416 0.4684 -0.3561
C -0.1801 1.2371 -0.1623 -0.1087
H 0.2947 1.9172 0.4421 0.0728
H -1.8309 -1.9073 0.2232 0.1180
H 3.8834 -0.4379 0.3292 0.0658
H -0.5473 1.6251 -1.0650 0.0916
H 0.4131 -0.5065 -1.2472 0.0942
C 0.6392 0.0129 -0.3945 -0.2083
C -1.8809 -0.6989 0.0210 -0.1172
N 3.0437 -0.2473 -0.2725 0.0117
H -2.0465 -0.5748 -1.1024 0.0910
```

Calculated values
**HOMO**: -8.762 eV
**Gap between HOMO and LUMO**: 9.912 eV
**E_LUMO**: 1.15 eV
**Structure (SMILES)**: [H]/N=N/[C@@H]1C[C@H]1C

=====

S) C4H8N2 | ωB97M-V/def2-TZVPD

```
14
Properties=species:S:1:pos:R:3:lowdin_charge:R:1
H -0.8010 -1.9821 -0.3868 0.0990
C -0.5115 -1.2574 0.3630 -0.0888
H -0.3169 -1.6728 1.3399 0.0934
C 0.3964 -0.1275 -0.0914 -0.3015
H 3.2137 1.2136 0.8441 0.0850
N 2.4555 0.8650 0.2796 0.0389
H 2.5755 0.9456 -0.7307 0.0999
H 0.6231 -0.1016 -1.1615 0.1266
H -2.9165 0.5163 -0.4390 0.0716
N -1.9558 0.5416 -0.7617 0.0340
H -1.2362 0.6622 1.1889 0.1351
H -1.8740 -0.0754 -1.5718 0.0757
C -1.0562 0.1288 0.2661 -0.3650
C 1.4038 0.3438 0.8614 -0.1038
```

Calculated values
**HOMO**: -8.023 eV
**Gap between HOMO and LUMO**: 9.275 eV
**E_LUMO**: 1.25 eV

=====

S) wins, 0.187 eV ahead of the next structure.

=====

P) C4H8N2 | ωB97M-V/def2-TZVPD

```
14
Properties=species:S:1:pos:R:3:lowdin_charge:R:1
H 2.7392 0.7398 0.7489 0.0735
C 2.0441 0.0871 0.2135 -0.0935
C -2.6153 -0.5912 0.6020 -0.1964
H 2.1016 -0.9061 0.6725 0.0756
N -0.2867 -0.2541 -0.4172 -0.0985
N -2.3942 -1.6351 1.0889 -0.0314
C -1.5067 0.1245 -0.8583 -0.0893
C 0.6231 0.6369 0.2918 -0.2531
H -0.3748 -1.1720 0.0071 0.1114
H -1.5492 1.1700 -1.2069 0.1123
H 2.3785 0.0025 -0.8256 0.0755
H 0.5710 1.6308 -0.1697 0.1164
H 0.3054 0.7401 1.3398 0.1201
H -2.0359 -0.5730 -1.4868 0.0774
```

Calculated values
**HOMO**: -9.673 eV
**Gap between HOMO and LUMO**: 9.825 eV
**E_LUMO**: 0.15 eV

=====

Q) C4H8N2 | ωB97M-V/def2-TZVPD

```
14
Properties=species:S:1:pos:R:3:lowdin_charge:R:1
H 0.1016 1.0673 1.1550 0.1104
H -2.4699 0.0431 -0.7516 0.1207
H 0.9254 -2.1441 -1.0380 -0.0032
C 1.7672 1.0065 -0.3087 -0.0758
H 2.5013 0.6301 0.4125 0.0784
C -2.0736 0.1389 1.3070 -0.2233
H 1.2727 -2.8022 -1.0099 0.0257
N -2.3089 0.5244 2.3718 0.1452
H 1.9487 0.5525 -1.2855 0.0723
H -1.8260 -1.4344 -0.0561 0.1170
N -0.4024 -0.0147 -0.5402 0.0063
C -1.7264 -0.3436 -0.0461 -0.2197
H 1.9036 2.0926 -0.3752 0.0778
C 0.3867 0.6838 0.1649 -0.2319
```

Calculated values
**HOMO**: -10.496 eV
**Gap between HOMO and LUMO**: 11.517 eV
**E_LUMO**: 1.02 eV
**Structure (SMILES)**: C/C=N/CC#N.[H][H]

=====

Q) wins, 0.762 eV ahead of the next structure.

=====

P) C3H7N2O | ωB97M-V/def2-TZVPD

```
13
Properties=species:S:1:pos:R:3:lowdin_charge:R:1
H 0.8923 1.5788 1.5359 0.1430
H 1.0631 -0.1321 1.2157 0.0846
C -1.1268 -1.5169 -0.3877 -0.0331
N -1.6824 -0.9343 0.6213 0.1241
O -1.2634 0.3862 0.7446 0.0166
N -0.2005 -0.7259 -0.8863 0.1356
H -2.3304 -1.2597 1.3367 0.2081
H 0.5427 -1.2009 -1.4221 0.1969
H -0.0848 1.7584 -1.2143 0.2647
H 1.8777 0.9862 0.1301 0.0979
C 1.0004 0.7996 0.7249 -0.0555
C -0.1136 0.5170 -0.1134 -0.3624
H -1.3829 -2.4929 -0.7503 0.1794
```

Calculated values
**Total charge**: +1
**HOMO**: -14.006 eV
**Gap between HOMO and LUMO**: 9.836 eV
**E_LUMO**: -4.17 eV

=====

Q) C3H7N2O | ωB97M-V/def2-TZVPD

```
13
Properties=species:S:1:pos:R:3:lowdin_charge:R:1
O -0.0342 0.4542 0.4553 -0.0037
H -1.0002 1.7996 2.5497 0.2162
C 0.2879 -0.5183 -0.4840 -0.1241
H 0.6177 2.2549 2.3016 0.1572
H 0.2118 1.2039 3.4456 0.1230
H -1.0600 0.2356 -2.0379 0.1277
H -0.7827 -1.6534 -3.2088 0.0449
H 0.4963 -2.3301 -2.4287 0.1460
C -0.3480 -0.4799 -1.6802 -0.0848
C 0.4969 0.2622 1.5673 0.0238
H 1.0825 -1.2458 -0.2694 0.1363
N 0.0342 1.4348 2.4966 0.1698
N -0.0023 -1.4178 -2.7069 0.0676
```

Calculated values
**Total charge**: +1
**HOMO**: -12.676 eV
**Gap between HOMO and LUMO**: 8.300 eV
**E_LUMO**: -4.38 eV

=====

Q) wins, 0.800 eV ahead of the next structure.

=====

P) C3H7N2O | ωB97M-V/def2-TZVPD

```
13
Properties=species:S:1:pos:R:3:lowdin_charge:R:1
O -0.5591 -0.2255 1.1329 -0.1296
H 2.4950 -0.1117 -1.2034 0.1280
H -0.0018 0.6789 -1.4651 0.1092
C -1.8172 0.6457 0.8300 -0.0219
H 1.2200 -1.3134 0.7480 0.1647
N 1.7486 -0.4154 -1.7534 0.1778
C 0.5815 -0.0292 -0.9274 -0.0879
C 0.4557 -0.5798 0.3137 -0.1375
H 1.6839 -1.5461 -1.7684 0.2502
N -2.3555 0.8918 1.9340 0.1060
H 1.8213 0.0297 -2.6460 0.1582
H -2.9850 1.6717 2.0045 0.1200
H -2.2876 0.3033 2.8007 0.1629
```

Calculated values
**Total charge**: +1
**HOMO**: -12.871 eV
**Gap between HOMO and LUMO**: 9.147 eV
**E_LUMO**: -3.72 eV

=====

Q) C3H7N2O | ωB97M-V/def2-TZVPD

```
13
Properties=species:S:1:pos:R:3:lowdin_charge:R:1
H -1.2146 -0.8992 1.4077 0.1324
C -0.5125 -1.0196 -0.8058 -0.0119
N -0.9908 1.2408 -0.0760 0.0912
H -1.3137 -0.9355 -1.4610 0.1120
C 1.6925 0.6659 -0.0345 0.0674
H 0.3520 -1.6163 -1.2119 0.1449
N -0.1232 0.1626 -0.0723 -0.2804
H -1.1181 1.5518 0.9018 0.1232
C -0.4091 -1.0034 0.6918 -0.0378
O 2.3353 -0.2887 -0.2203 0.1973
H 1.6070 1.6146 0.4921 0.1557
H 0.5291 -1.5614 1.0619 0.1618
H -0.8340 2.0882 -0.6736 0.1442
```

Calculated values
**Total charge**: +1
**HOMO**: -14.551 eV
**Gap between HOMO and LUMO**: 9.324 eV
**E_LUMO**: -5.23 eV

=====

R) C3H7N2O | ωB97M-V/def2-TZVPD

```
13
Properties=species:S:1:pos:R:3:lowdin_charge:R:1
H -0.2363 1.3172 1.1162 0.1760
H 2.0216 -0.3602 -1.8799 0.1347
H 1.5905 -2.0673 -0.0842 0.1818
H 1.6080 1.9628 -0.4315 0.1383
N 0.3104 0.5811 0.6981 0.1186
H -0.5520 -1.1970 1.3198 0.1599
H -2.8948 0.3368 -0.8212 0.0540
C 0.1833 -0.7346 0.6908 -0.0655
H -3.3524 0.3887 0.6574 0.0599
O -2.5974 0.1964 0.0834 -0.0524
N 1.0408 -1.2287 -0.1912 0.1198
C 1.6207 -0.1563 -0.9080 -0.0079
C 1.2575 0.9612 -0.2498 -0.0170
```

Calculated values
**Total charge**: +1
**HOMO**: -14.695 eV
**Gap between HOMO and LUMO**: 11.224 eV
**E_LUMO**: -3.47 eV

=====

R) wins, 3.794 eV ahead of the next structure.